[1]
14
Properties=species:S:1:pos:R:3 method="wB97M-V/def2-TZVPD" e_above_lowest_kcal_mol=131.0 homo_lumo_gap_ev="8.88 / 8.38" total_charge=+1 lumo_energy_ev="-4.994 / -5.474"
C 0.467 -1.024 0.755
C 0.901 -2.195 -0.192
C -0.116 0.130 0.013
N -0.625 2.161 0.988
N -0.263 0.232 -1.242
O -1.410 2.600 0.044
O 0.783 -2.228 -1.371
H -0.121 -1.401 1.597
H 1.589 -0.757 0.978
H 1.405 -2.919 0.379
H -2.266 2.398 0.461
H -0.605 1.059 -1.565
H -0.061 -0.521 -1.815
H 0.323 2.465 0.968

---

[2]
134
Properties=species:S:1:pos:R:3 method="wB97M-V/def2-TZVPD" homo_lumo_gap_ev=7.58 lumo_energy_ev=-0.084
C -2.508 -0.369 -3.038
C -2.356 -1.047 -4.421
O -1.273 -0.443 -5.030
P 0.026 -1.205 -5.604
O 0.901 -0.368 -6.449
O 0.761 -1.865 -4.294
C 1.598 -1.166 -3.346
C 3.044 -1.201 -3.824
O -0.648 -2.437 -6.388
C -1.340 -2.151 -7.628
C -1.978 -3.507 -8.180
H -3.064 -1.075 -2.421
H -1.577 -0.174 -2.506
H -3.133 0.523 -3.014
H -2.248 -2.090 -4.126
H -3.316 -0.902 -4.917
H 1.171 -0.169 -3.241
H 1.565 -1.583 -2.340
H 3.759 -0.620 -3.242
H 3.389 -2.234 -3.869
H 3.179 -0.721 -4.794
H -2.243 -1.575 -7.429
H -0.673 -1.728 -8.379
H -2.898 -3.689 -7.624
H -2.281 -3.511 -9.227
H -1.383 -4.394 -7.962
C 3.724 -3.380 -0.829
C 2.490 -3.453 0.180
O 1.790 -4.599 -0.225
P 1.098 -5.583 0.791
O 0.078 -4.944 1.675
O 0.677 -6.755 -0.191
C -0.386 -7.516 0.169
C -0.169 -8.969 -0.396
O 2.359 -6.228 1.559
C 3.402 -6.900 0.791
C 4.816 -6.681 1.468
H 4.459 -2.708 -0.387
H 4.224 -4.346 -0.893
H 3.476 -3.101 -1.853
H 2.894 -3.609 1.181
H 1.948 -2.507 0.172
H -0.406 -7.723 1.239
H -1.411 -7.235 -0.073
H -1.042 -9.573 -0.152
H 0.024 -9.031 -1.467
H 0.706 -9.361 0.122
H 3.012 -7.916 0.863
H 3.444 -6.694 -0.279
H 4.886 -7.052 2.490
H 5.668 -7.069 0.910
H 5.119 -5.658 1.693
C -1.656 6.650 6.260
C -1.327 5.283 5.645
O -1.199 5.389 4.285
P -2.285 4.687 3.280
O -2.761 3.314 3.685
O -3.451 5.790 3.143
C -4.552 5.519 2.222
C -5.789 5.704 3.105
O -1.676 4.792 1.830
C -0.512 4.082 1.479
C 0.760 4.812 1.870
H -0.866 7.385 6.112
H -2.498 7.155 5.785
H -1.884 6.583 7.324
H -0.376 4.867 5.977
H -2.065 4.516 5.880
H -4.440 6.172 1.356
H -4.416 4.515 1.819
H -5.754 5.072 3.992
H -6.008 6.748 3.329
H -6.667 5.356 2.560
H -0.586 3.137 2.018
H -0.576 3.927 0.402
H 0.605 5.891 1.852
H 1.151 4.627 2.870
H 1.568 4.600 1.169
N -5.671 0.044 0.891
C -4.432 0.373 1.122
N -3.785 -0.095 0.114
O -3.969 0.994 2.054
H -6.371 0.441 1.500
H -5.875 -0.389 0.001
H -4.301 -0.592 -0.598
H -2.801 0.133 0.087
N 4.420 3.463 -3.197
C 4.242 2.462 -2.319
N 5.401 1.924 -2.049
O 3.206 2.077 -1.842
H 3.553 3.738 -3.638
H 5.353 3.542 -3.576
H 6.166 2.132 -2.674
H 5.471 1.125 -1.434
N 0.991 0.438 0.032
C -0.069 0.988 -0.481
N 0.153 1.812 -1.458
O -1.197 0.801 -0.118
H 0.851 0.015 0.938
H 1.875 0.774 -0.324
H -0.650 2.216 -1.918
H 1.082 1.994 -1.810
N -3.195 3.587 -0.568
C -3.058 3.638 -1.854
N -4.064 4.006 -2.583
O -2.025 3.186 -2.346
H -3.992 4.103 -0.224
H -2.424 3.351 0.039
H -3.966 3.877 -3.580
H -4.954 4.317 -2.221
N -1.353 -3.036 3.454
C -1.450 -1.918 2.795
N -1.057 -2.176 1.636
O -1.933 -0.868 3.148
H -0.807 -3.753 2.998
H -1.655 -3.095 4.416
H -0.683 -3.101 1.482
H -1.182 -1.544 0.858
N 1.131 2.470 5.597
C 0.639 1.836 4.575
N 1.521 1.652 3.641
O -0.541 1.539 4.476
H 0.577 2.553 6.438
H 2.133 2.358 5.651
H 1.410 0.837 3.056
H 2.396 2.148 3.738
N 5.571 0.190 2.181
C 4.984 0.386 1.044
N 4.152 1.417 1.042
O 5.048 -0.303 0.027
H 5.301 0.710 3.003
H 5.832 -0.784 2.240
H 4.154 2.010 1.860
H 3.748 1.717 0.167

---

[3]
16
Properties=species:S:1:pos:R:3 method="wB97M-V/def2-TZVPD" e_above_lowest_kcal_mol=100.7 homo_lumo_gap_ev=10.45 total_charge=+1 lumo_energy_ev=-5.972
C 0.793 1.198 0.164
C 0.190 -0.607 -1.413
C 0.109 -1.044 1.003
N -1.897 0.289 -0.113
N 0.047 -0.028 -0.012
H 0.486 1.847 -0.741
H 0.485 1.769 1.144
H 1.839 1.198 0.230
H -0.852 -0.755 -1.821
H 0.833 0.156 -1.882
H 0.793 -1.541 -1.292
H 1.153 -1.526 1.105
H -0.316 -0.731 1.918
H -0.416 -1.925 0.640
H -2.089 -0.260 0.676
H -1.721 1.139 0.306

---

[4]
69
Properties=species:S:1:pos:R:3 method="wB97M-V/def2-TZVPD" homo_lumo_gap_ev=9.44 lumo_energy_ev=-0.030
C 0.699 0.263 -1.822
C 0.851 1.852 -1.477
C 0.697 2.648 -2.844
O 1.476 2.323 -3.782
O -0.253 3.651 -3.141
C -0.827 4.257 -1.955
C -1.918 5.344 -2.419
B -3.233 4.506 -2.942
O -3.092 3.623 -4.068
B -4.275 2.846 -4.311
I -4.060 0.717 -4.786
O -5.545 3.549 -4.248
B -5.581 4.029 -2.865
C -6.934 3.777 -1.966
I -8.556 5.000 -2.752
C -7.321 2.222 -1.856
C -7.774 1.542 -3.234
O -4.479 4.715 -2.231
H -0.073 0.063 -2.636
H 0.266 -0.199 -0.859
H 1.695 -0.243 -2.016
H 1.926 1.968 -1.097
H 0.060 2.067 -0.691
H -1.423 3.425 -1.415
H -0.072 4.639 -1.193
H -2.217 5.973 -1.510
H -1.532 6.081 -3.206
H -6.688 4.129 -0.896
H -6.418 1.627 -1.451
H -8.144 2.115 -1.057
H -8.597 0.755 -3.052
H -6.883 0.972 -3.662
H -8.111 2.277 -4.040
F 3.693 -2.072 -0.995
C 3.235 -2.852 -1.993
F 1.908 -2.588 -2.101
C 3.459 -4.340 -1.724
F 2.771 -4.743 -0.628
F 2.930 -5.033 -2.775
C 4.929 -4.789 -1.588
O 5.439 -4.934 -0.256
C 5.956 -3.778 0.368
F 6.037 -2.775 -0.525
F 7.230 -4.078 0.708
C 5.171 -3.394 1.626
F 3.874 -3.140 1.344
F 5.676 -2.267 2.186
H 3.713 -2.540 -2.926
H 4.972 -5.803 -1.998
H 5.604 -4.208 -2.222
H 5.205 -4.195 2.369
F 0.903 0.444 5.497
C 1.655 0.549 4.386
F 1.007 1.422 3.571
C 1.847 -0.792 3.678
F 0.662 -1.288 3.246
F 2.589 -0.564 2.555
C 2.584 -1.884 4.484
O 1.763 -2.859 5.140
C 1.268 -2.536 6.422
F 1.848 -1.404 6.863
F 1.700 -3.520 7.245
C -0.262 -2.478 6.461
F -0.745 -1.547 5.610
F -0.700 -2.141 7.698
H 2.615 0.996 4.655
H 3.153 -2.466 3.754
H 3.343 -1.470 5.154
H -0.697 -3.442 6.188